1.
{
  "formula": "C4H13N3",
  "method": "ωB97M-V with the def2-TZVPD basis set",
  "elements": ["N", "C", "C", "C", "N", "C", "N", "H", "H", "H", "H", "H", "H", "H", "H", "H", "H", "H", "H", "H"],
  "xyz": [[-0.717, 1.050, -0.602], [-0.009, -0.156, -0.471], [0.353, -0.716, 0.926], [1.194, 0.187, 1.755], [0.470, 1.381, 2.295], [-0.677, -1.298, -1.295], [-0.935, -0.709, -2.641], [1.659, 1.358, 0.126], [0.060, 1.748, -0.474], [0.897, 0.086, -1.075], [0.815, -1.824, 0.992], [-0.608, -0.902, 1.436], [1.592, -0.325, 2.638], [2.167, 0.451, 1.242], [1.209, 2.027, 2.596], [0.098, 1.826, 1.451], [-0.074, -2.183, -1.363], [-1.641, -1.538, -0.756], [-1.227, 0.240, -2.338], [-1.725, -1.206, -3.051]],
  "de_lowest_kcal_mol": 176.5,
  "homo_ev": -8.49,
  "multiplicity": 1
}

2.
{
  "formula": "C5H12ClNS",
  "method": "ωB97M-V with the def2-TZVPD basis set",
  "elements": ["C", "C", "C", "C", "C", "N", "S", "Cl", "H", "H", "H", "H", "H", "H", "H", "H", "H", "H", "H", "H"],
  "xyz": [[-2.180, 2.388, -0.349], [1.519, -3.893, -0.915], [-1.288, 1.810, 0.801], [-0.222, 0.780, 0.346], [-0.039, -1.372, 1.482], [-0.007, -0.029, 1.492], [0.671, -2.431, -1.467], [0.791, -1.837, 2.957], [-1.558, 3.040, -0.941], [-2.607, 1.589, -0.802], [-2.964, 2.957, 0.092], [2.252, -4.145, -1.550], [0.940, -4.844, -1.023], [1.832, -3.726, 0.128], [-1.888, 1.208, 1.541], [-0.729, 2.461, 1.405], [-0.656, 0.263, -0.525], [0.655, 1.280, 0.020], [-0.031, -2.109, -0.267], [0.147, 0.457, 2.400]],
  "de_lowest_kcal_mol": 4.5,
  "homo_ev": -8.24,
  "multiplicity": 1
}

3.
{
  "formula": "C24H5F15GeN3O10S2Tc",
  "method": "ωB97M-V with the def2-TZVPD basis set",
  "elements": ["Tc", "C", "C", "N", "C", "C", "N", "C", "O", "O", "C", "O", "O", "H", "H", "H", "H", "H", "O", "S", "O", "O", "O", "F", "C", "C", "C", "F", "C", "F", "C", "F", "C", "F", "Ge", "S", "C", "C", "F", "C", "F", "C", "F", "C", "F", "C", "F", "C", "C", "F", "C", "F", "C", "F", "C", "F", "C", "F", "O", "N", "O"],
  "xyz": [[-0.461, -0.252, 0.127], [3.183, 1.134, 0.558], [2.403, 1.188, -0.701], [1.178, 0.739, -0.892], [0.817, 1.027, -2.180], [1.855, 1.647, -2.805], [2.840, 1.738, -1.853], [2.070, 2.204, -4.160], [1.067, 2.098, -5.005], [3.127, 2.726, -4.431], [-0.562, 0.696, -2.611], [-0.928, 0.931, -3.759], [-1.290, 0.169, -1.686], [2.498, 1.066, 1.400], [3.802, 2.025, 0.659], [3.803, 0.240, 0.569], [3.735, 2.166, -2.028], [0.269, 1.648, -4.590], [1.135, -3.427, 1.288], [1.353, -2.173, 0.636], [2.709, -1.871, 0.267], [0.775, -0.996, 1.509], [0.399, -1.973, -0.555], [-3.756, -4.514, 4.158], [-4.701, -3.789, 3.547], [-4.410, -2.553, 2.997], [-5.480, -1.857, 2.455], [-5.297, -0.620, 1.984], [-6.764, -2.366, 2.416], [-7.769, -1.663, 1.890], [-7.008, -3.619, 2.951], [-8.240, -4.127, 2.928], [-5.975, -4.332, 3.525], [-6.215, -5.531, 4.063], [-2.614, -1.729, 2.894], [-2.477, -1.242, 0.757], [-1.280, -3.068, 3.401], [-1.291, -4.278, 2.728], [-2.216, -4.500, 1.787], [-0.390, -5.288, 2.989], [-0.431, -6.438, 2.317], [0.587, -5.084, 3.944], [1.483, -6.035, 4.197], [0.638, -3.887, 4.634], [1.579, -3.694, 5.563], [-0.295, -2.905, 4.359], [-0.216, -1.777, 5.082], [-2.600, -0.231, 4.173], [-3.627, 0.064, 5.053], [-4.722, -0.707, 5.131], [-3.588, 1.155, 5.905], [-4.601, 1.403, 6.740], [-2.486, 1.986, 5.896], [-2.434, 3.037, 6.712], [-1.434, 1.719, 5.038], [-0.368, 2.521, 5.024], [-1.513, 0.627, 4.199], [-0.485, 0.407, 3.379], [-2.583, 1.727, 1.806], [-1.711, 2.355, 1.301], [-0.746, 1.651, 0.709]],
  "s_squared": 3.77,
  "de_lowest_kcal_mol": 3.4,
  "homo_ev": [-6.39, -6.87],
  "multiplicity": 4,
  "total_charge": -1
}